1) This record from OMol25 describes C3H5NO2 in the gas phase. The level of theory is ωB97M-V/def2-TZVPD.

Element x y z (Å)
H 2.5344 0.5493 1.1231
N 1.5920 0.2212 0.9264
C 1.4453 0.0487 -0.3152
O 0.3300 -0.4416 -0.8817
C -0.7939 -0.6731 -0.0561
C -1.7337 0.5220 -0.0549
O -1.3622 1.6621 -0.1969
H 2.1831 0.2287 -1.1007
H -0.4821 -0.8725 0.9766
H -1.3013 -1.5551 -0.4561
H -2.8088 0.2746 0.1167

Results
SMILES: [H]/N=C/OCC=O
LUMO in eV: 0.94
Molecular weight in g mol⁻¹: 87.078

Charges obtained by natural (NBO) population analysis, quoted in units of e: 0.36, -0.72, 0.42, -0.49, -0.20, 0.42, -0.49, 0.16, 0.24, 0.20, 0.11



2) This record from OMol25 describes C3H5NO2 in the gas phase. The level of theory is ωB97M-V/def2-TZVPD.

Element x y z (Å)
C -1.4150 0.3627 -0.2936
C -0.2764 0.1852 0.6709
O -0.1456 0.6973 1.7361
N 0.7262 -0.9509 0.1085
C 1.5959 -0.0581 -0.4064
O 2.7193 -0.0692 -0.8367
H -1.1397 0.1078 -1.3162
H -1.8827 1.3508 -0.2603
H -2.1320 -0.3787 0.0741
H 0.9873 -1.9365 0.2740
H 0.9868 0.9063 -0.3127

Results
SMILES: CC(=O)NC=O
LUMO in eV: 0.74
Molecular weight in g mol⁻¹: 87.078

Charges obtained by natural (NBO) population analysis, quoted in units of e: -0.72, 0.72, -0.49, -0.74, 0.56, -0.57, 0.24, 0.25, 0.25, 0.43, 0.07



Which one is most stable, and which one is least stable? 1) is the most stable of them, while 2) is the least stable.